w) This record from OMol25 describes a structure of composition C8H14NS. The level of theory is the ωB97M-V functional and the def2-TZVPD basis.

Each line ends with the natural charge from an NBO analysis.
Cartesian coordinates (Å):
C: 3.66 -0.69 -0.25  -0.228
C: 2.38 -1.18 -0.55  -0.309
C: 3.65 0.58 0.23  -0.395
C: 1.43 -0.27 -0.24  -0.217
C: -0.74 -1.69 0.97  -0.664
C: -1.33 1.27 1.06  -0.403
C: -0.78 1.25 -1.40  -0.424
C: -0.52 -0.75 -0.18  0.019
N: -1.28 0.54 -0.20  -0.360
S: 2.04 1.13 0.48  0.414
H: 4.62 -1.20 -0.41  0.249
H: 2.02 -2.05 -0.92  0.227
H: 4.59 1.02 0.45  0.261
H: -1.84 -1.92 1.05  0.226
H: -0.04 -2.62 0.93  0.274
H: -0.60 -1.35 1.89  0.221
H: -0.36 1.30 1.37  0.227
H: -1.68 2.18 0.82  0.229
H: -1.78 0.63 1.86  0.247
H: -0.04 1.96 -1.25  0.249
H: -0.59 0.70 -2.32  0.259
H: -1.54 1.90 -1.64  0.219
H: -0.43 -1.37 -1.00  0.238
H: -2.31 0.44 -0.25  0.443

Output
Total charge = +1

---

x) This record from OMol25 describes the ion C8H14NS with charge +1. The level of theory is the ωB97M-V functional and the def2-TZVPD basis.

Each line ends with the natural charge from an NBO analysis.
Cartesian coordinates (Å):
C: -2.02 1.13 0.76  0.285
C: -1.42 -1.04 -0.24  0.244
C: 0.95 -1.72 0.35  -0.414
C: 2.07 -0.80 0.80  -0.412
C: 0.13 -1.03 -0.79  -0.237
C: 1.78 0.57 0.11  -0.386
C: 0.98 0.22 -1.12  -0.441
C: -2.96 2.29 0.40  -0.689
N: -2.07 0.02 0.15  -0.401
S: -2.17 -2.60 -0.17  0.265
H: -1.54 1.29 1.78  0.224
H: 1.24 -2.71 0.01  0.236
H: 0.26 -1.97 1.15  0.216
H: 2.15 -0.68 1.83  0.228
H: 3.07 -1.19 0.33  0.221
H: 0.07 -1.67 -1.67  0.237
H: 0.57 1.15 -1.51  0.238
H: 1.10 1.17 0.80  0.185
H: 2.80 1.13 -0.17  0.249
H: 1.59 -0.05 -1.91  0.234
H: -2.33 3.21 0.37  0.264
H: -3.53 2.40 1.36  0.265
H: -3.69 2.19 -0.51  0.269
H: -1.18 -3.08 -0.76  0.121

Output
Total charge = +1

---

y) This record from OMol25 describes the ion C8H14NS with charge +1. The level of theory is the ωB97M-V functional and the def2-TZVPD basis.

Each line ends with the natural charge from an NBO analysis.
Cartesian coordinates (Å):
C: 1.22 0.53 -0.81  -0.138
C: 0.66 -0.69 -0.69  -0.237
C: 0.30 1.09 1.34  -0.172
C: 1.06 1.39 0.32  -0.068
C: -0.54 -0.91 0.11  -0.103
C: -0.51 -0.15 1.45  -0.392
C: 1.86 2.64 0.23  -0.641
C: -1.76 -1.83 -1.74  -0.422
N: -1.87 -0.91 -0.66  -0.497
S: 0.42 -1.31 2.48  0.048
H: 1.92 0.77 -1.63  0.246
H: 0.93 -1.52 -1.52  0.230
H: 0.20 1.71 2.26  0.234
H: -0.39 -2.05 0.41  0.238
H: -1.51 0.07 1.76  0.230
H: 1.56 3.40 1.02  0.234
H: 1.91 3.07 -0.75  0.232
H: 2.92 2.53 0.32  0.242
H: -2.64 -2.26 -2.02  0.237
H: -1.17 -1.40 -2.52  0.243
H: -1.17 -2.65 -1.35  0.227
H: -2.60 -1.27 -0.14  0.434
H: -1.98 0.14 -0.90  0.453
H: 1.17 -0.40 3.05  0.142

Output
Structure (SMILES) = C[NH2+][C@H]1C=CC(C)=C[C@@H]1S
Total charge = +1

---

Energy comparison, zero being the most stable, in kcal/mol: w) 44.6; x) 0.0; y) 8.7.

---

w) This record from OMol25 describes the molecule H3N3O2. The level of theory is the ωB97M-V functional and the def2-TZVPD basis.

Each line ends with the natural charge from an NBO analysis.
Cartesian coordinates (Å):
N: 1.52 -0.29 -0.10  -0.642
N: 0.40 0.58 -0.05  -0.053
N: -0.68 0.03 0.03  0.482
O: -0.93 -1.17 0.13  -0.489
O: -1.83 0.94 0.17  -0.529
H: 2.29 0.20 0.29  0.377
H: 1.42 -1.21 0.20  0.381
H: -2.19 0.92 -0.68  0.472

Output
Structure (SMILES) = N/N=[N+](\[O-])O

---

x) This record from OMol25 describes a cluster of 2 separate species, H3N3O2 in total. The level of theory is the ωB97M-V functional and the def2-TZVPD basis.

Each line ends with the natural charge from an NBO analysis.
Cartesian coordinates (Å):
N: -1.81 -0.79 0.16  0.213
N: 1.10 -0.71 -0.18  -0.689
N: 0.32 0.15 0.60  0.039
O: 0.08 1.39 -0.05  -0.590
O: -2.49 -0.03 -0.47  -0.242
H: 1.76 -0.40 -0.96  0.382
H: 1.48 -1.57 0.36  0.398
H: -0.44 1.96 0.55  0.488

---

y) This record from OMol25 describes a cluster of 2 separate species, H3N3O2 in total. The level of theory is the ωB97M-V functional and the def2-TZVPD basis.

Each line ends with the natural charge from an NBO analysis.
Cartesian coordinates (Å):
N: -1.22 -0.25 -0.10  -0.483
N: -0.91 1.00 -0.31  -0.369
N: 1.54 -0.06 0.06  0.420
O: 1.17 -1.26 -0.18  -0.420
O: 2.65 0.39 0.10  -0.306
H: -1.42 -0.56 0.85  0.383
H: -0.77 -0.89 -0.94  0.444
H: -1.03 1.64 0.53  0.330

---

z) This record from OMol25 describes a cluster of 2 separate species, H3N3O2 in total. The level of theory is the ωB97M-V functional and the def2-TZVPD basis.

Each line ends with the natural charge from an NBO analysis.
Cartesian coordinates (Å):
N: 1.11 -0.39 0.65  -0.525
N: 0.55 -0.86 -0.43  -0.370
N: -1.30 0.32 -0.35  0.512
O: -1.06 0.87 0.71  -0.411
O: -2.05 0.47 -1.21  -0.298
H: 1.72 0.40 0.62  0.356
H: 0.35 -0.40 1.30  0.406
H: 0.69 -0.40 -1.29  0.329

---

Energy comparison, zero being the most stable, in kcal/mol: w) 0.0; x) 35.1; y) 38.1; z) 31.2.